Run 1
DFT (the ωB97M-V functional and the def2-TZVPD basis) results for the molecule C4H8N4.

Summary:
- structure (SMILES) = [H]/N=C1/NN[C@H]2CN[C@@H]12
- HOMO-LUMO gap (eV) = 9.29

```
! wB97M-V def2-TZVPD RIJCOSX def2/J DEFGRID3
* xyz 0 1
C 1.075 -0.110 0.521
C -0.944 -0.463 -0.070
C -1.123 0.949 -0.366
C 0.468 -0.417 -0.782
H 3.144 0.542 -0.036
H 0.180 0.485 2.378
H -0.470 -2.158 1.259
H -1.641 -0.996 -0.774
H -0.564 1.921 0.202
H -2.281 1.175 -0.664
H -0.467 0.297 -2.383
H 0.946 -1.075 -1.486
N 2.262 0.468 0.798
N 0.349 -0.442 1.688
N -0.842 -1.134 1.316
N -0.092 0.959 -1.600
*
```



Run 2
DFT (the ωB97M-V functional and the def2-TZVPD basis) results for a cluster of 2 separate species, C4H8N4 in total.

Summary:
- structure (SMILES) = [H]/N=C(C)\C=N\[H].N#CN
- HOMO-LUMO gap (eV) = 10.36

```
! wB97M-V def2-TZVPD RIJCOSX def2/J DEFGRID3
* xyz 0 1
C 2.264 0.441 -0.483
C -2.557 -1.087 -0.122
C 0.982 -0.197 -0.037
N -2.341 -0.244 -1.111
C 0.257 0.464 1.147
N -2.719 -1.651 0.882
N 0.809 -1.412 -0.343
N -0.764 1.195 0.964
H -2.041 -0.655 -1.983
H -1.821 0.585 -0.816
H -0.018 -1.825 0.086
H -0.843 1.963 1.627
H 0.944 0.640 1.986
H 2.121 1.467 -0.816
H 2.711 -0.136 -1.288
H 3.013 0.451 0.309
*
```



Which one sits at the bottom of the stability order? run 1 does.



Run 1
DFT (the ωB97M-V functional and the def2-TZVPD basis) results for a structure of composition C4H8N4.

Summary:
- HOMO-LUMO gap (eV) = 8.44

```
! wB97M-V def2-TZVPD RIJCOSX def2/J DEFGRID3
* xyz 0 1
C -1.894 -1.929 1.668
C 0.004 -0.025 -0.374
C -0.248 1.038 -1.185
C 1.338 0.161 0.216
H -2.363 -3.252 1.641
H -1.714 -1.753 2.880
H -2.855 -1.350 1.229
H -1.105 1.151 -1.698
H 1.261 1.471 -2.356
H 1.936 2.023 0.138
H 1.190 0.594 1.193
H 2.208 -0.670 0.107
N -0.749 -1.474 1.096
N -1.074 -0.720 0.219
N 0.938 1.672 -1.487
N 1.777 1.424 -0.553
*
```



Run 2
DFT (the ωB97M-V functional and the def2-TZVPD basis) results for a structure of composition C4H8N4.

Summary:
- HOMO-LUMO gap (eV) = 9.52

```
! wB97M-V def2-TZVPD RIJCOSX def2/J DEFGRID3
* xyz 0 1
C 3.758 -0.067 -0.051
C 2.423 0.584 0.073
C -0.609 -0.752 0.162
C -3.012 0.087 -0.162
H 4.128 -0.504 1.280
H 4.693 0.943 -0.445
H 3.864 -1.140 -0.767
H 1.980 1.675 0.302
H -0.029 -1.654 0.129
H -2.591 -1.891 0.306
H -4.071 -0.190 -0.575
H -1.670 1.274 0.583
N 1.455 -0.299 -0.200
N 0.126 0.326 -0.037
N -2.024 -1.008 0.068
N -2.653 1.320 0.033
*
```



Which one sits at the bottom of the stability order? run 1 does.



Run 1
DFT (the ωB97M-V functional and the def2-TZVPD basis) results for the molecule C4H8N4.

Summary:
- structure (SMILES) = [H]/N=C(/C=C)N/C=N\N
- HOMO-LUMO gap (eV) = 9.61

```
! wB97M-V def2-TZVPD RIJCOSX def2/J DEFGRID3
* xyz 0 1
C -1.425 1.111 -0.235
C 0.786 -0.151 -0.623
C 2.188 -0.436 -0.075
C 2.964 0.380 0.752
H -2.523 -1.196 1.783
H -1.123 -1.164 1.229
H -1.964 2.085 -0.705
H 0.354 2.014 -0.440
H -1.034 -0.851 -1.193
H 2.762 -1.611 -0.072
H 4.064 -0.106 0.786
H 2.552 1.496 0.902
N -1.973 -1.008 0.762
N -2.336 0.326 0.168
N -0.014 0.948 -0.079
N 0.012 -1.136 -1.023
*
```



Run 2
DFT (the ωB97M-V functional and the def2-TZVPD basis) results for a structure of composition C4H8N4.

Summary:
- HOMO-LUMO gap (eV) = 7.76

```
! wB97M-V def2-TZVPD RIJCOSX def2/J DEFGRID3
* xyz 0 1
C -0.979 -1.620 -0.011
C -0.129 -0.435 0.039
C -0.051 0.824 0.093
N 0.682 1.937 -0.085
C 1.881 -0.762 0.183
N -1.967 1.252 0.293
N -2.842 0.916 -0.464
N 2.798 0.070 -0.053
H 1.685 1.720 -0.165
H 0.513 2.643 0.621
H -3.736 1.464 -0.387
H 3.722 -0.338 -0.262
H 2.070 -1.853 0.294
H -0.447 -2.487 -0.415
H -1.350 -1.904 0.977
H -1.848 -1.427 -0.659
*
```



Which one sits at the bottom of the stability order? run 2 does.



Run 1
DFT (the ωB97M-V functional and the def2-TZVPD basis) results for the molecule C4H8N4.

Summary:
- structure (SMILES) = CC1=C(NN)CN=N1
- HOMO-LUMO gap (eV) = 8.83

```
! wB97M-V def2-TZVPD RIJCOSX def2/J DEFGRID3
* xyz 0 1
C -1.961 0.503 1.192
C -0.931 0.716 0.132
C 0.145 -0.039 -0.185
C 0.936 0.776 -1.123
H -2.937 1.083 1.123
H -2.121 -0.571 1.235
H -1.569 0.855 2.140
H 1.891 1.134 -0.769
H 1.114 0.299 -2.134
H -0.003 -1.600 1.122
H 2.471 -1.726 0.101
H 1.525 -2.131 -1.184
N 0.215 2.030 -1.318
N -0.831 1.929 -0.565
N 0.547 -1.209 0.384
N 1.509 -2.050 -0.152
*
```



Run 2
DFT (the ωB97M-V functional and the def2-TZVPD basis) results for the molecule C4H8N4.

Summary:
- structure (SMILES) = [H]/N=C/N(C=C)/C=N\N
- HOMO-LUMO gap (eV) = 9.67

```
! wB97M-V def2-TZVPD RIJCOSX def2/J DEFGRID3
* xyz 0 1
C -0.266 1.025 0.766
C -0.466 -1.423 1.113
C 0.293 -2.406 1.613
C 0.453 -0.479 -0.933
H -0.524 3.451 -1.487
H -0.478 1.627 -1.891
H -0.112 1.056 1.725
H -1.301 -1.333 1.730
H -0.015 -2.868 2.477
H 1.262 -2.509 1.117
H 0.214 -1.430 -1.470
H 1.392 0.513 -2.566
N -0.900 2.382 -1.206
N -0.451 2.147 0.238
N -0.046 -0.372 0.269
N 0.945 0.619 -1.493
*
```



Which one sits at the bottom of the stability order? run 2 does.



Run 1
DFT (the ωB97M-V functional and the def2-TZVPD basis) results for a cluster of 2 separate species, C5H9F3N5O in total.

Summary:
- HOMO-LUMO gap (alpha / beta) (eV) = 8.36 / 7.73

```
! wB97M-V def2-TZVPD RIJCOSX def2/J DEFGRID3
* xyz 1 1
C -0.820 0.440 -1.348
C -1.165 0.001 0.091
C 0.333 -1.100 1.424
C 0.047 1.361 1.827
C 2.351 -0.859 -0.105
N -1.444 -1.412 0.008
N -0.073 0.158 1.069
N -0.562 -1.965 0.759
N -1.567 -0.213 -2.207
N -0.034 1.432 -1.687
O -0.498 -3.156 0.834
F 1.819 -0.858 -1.287
F 2.366 0.446 0.218
F 3.597 -1.282 0.063
H -2.142 0.468 0.405
H 0.674 -1.418 2.406
H -0.047 2.154 1.228
H -0.788 1.412 2.561
H 0.993 1.605 2.308
H -1.908 -1.077 -1.879
H -1.838 0.141 -3.129
H 0.414 1.952 -0.952
H 0.291 1.771 -2.608
*
```



Run 2
DFT (the ωB97M-V functional and the def2-TZVPD basis) results for a cluster of 2 separate species, C5H9F3N5O in total.

Summary:
- HOMO-LUMO gap (alpha / beta) (eV) = 8.79 / 6.46

```
! wB97M-V def2-TZVPD RIJCOSX def2/J DEFGRID3
* xyz 1 1
C 0.158 -0.403 -1.338
C 0.535 0.896 -0.478
C -0.439 1.914 1.201
C 0.790 -0.202 1.855
C -3.414 0.067 0.023
N -0.134 2.000 -1.020
N 0.264 0.833 0.929
N -0.672 2.563 -0.002
N -0.525 -0.098 -2.397
N 0.835 -1.506 -1.122
O -1.544 3.406 -0.058
F -2.392 -0.837 0.125
F -3.463 0.496 -1.268
F -3.132 1.052 0.876
H 1.647 0.981 -0.772
H -1.005 2.169 2.045
H 0.426 0.134 2.786
H 0.194 -1.032 1.506
H 1.911 -0.161 1.925
H -0.901 0.813 -2.332
H -0.783 -0.723 -3.134
H 1.131 -1.614 -0.245
H 0.793 -2.390 -1.725
*
```



Which one sits at the bottom of the stability order? run 2 does.



Run 1
DFT (the ωB97M-V functional and the def2-TZVPD basis) results for a structure of composition C2H8InN4O2.

Summary:
- HOMO-LUMO gap (eV) = 1.83

```
! wB97M-V def2-TZVPD RIJCOSX def2/J DEFGRID3
* xyz 3 1
In -1.298 -0.469 -1.320
C -0.420 -3.378 1.558
O -0.512 -2.389 0.810
N -1.557 -4.097 1.838
N 0.706 -3.931 2.057
H -2.418 -3.603 1.601
H -1.370 -5.095 1.727
H 0.706 -4.658 2.767
H 1.571 -3.548 1.681
C 0.377 3.364 -1.611
O 0.096 2.182 -1.493
N 1.605 3.825 -2.070
N -0.414 4.417 -1.202
H 2.207 3.037 -2.318
H 1.904 4.793 -2.011
H -1.111 4.239 -0.483
H -0.073 5.311 -1.531
*
```



Run 2
DFT (the ωB97M-V functional and the def2-TZVPD basis) results for a structure of composition C2H8InN4O2.

Summary:
- HOMO-LUMO gap (eV) = 1.61

```
! wB97M-V def2-TZVPD RIJCOSX def2/J DEFGRID3
* xyz 3 1
In -2.869 8.779 20.168
C -2.809 4.575 14.965
O -3.242 5.152 15.995
N -2.792 3.332 14.782
N -2.305 5.056 13.918
H -2.802 2.872 13.883
H -3.196 2.754 15.504
H -1.810 4.540 13.204
H -2.248 6.052 13.761
C -8.716 5.787 22.033
O -7.694 6.283 21.651
N -9.494 6.355 22.912
N -9.298 4.775 21.401
H -9.157 7.219 23.312
H -10.501 6.293 22.880
H -10.216 4.418 21.624
H -8.940 4.557 20.482
*
```



Run 3
DFT (the ωB97M-V functional and the def2-TZVPD basis) results for a structure of composition C2H8InN4O2.

Summary:
- HOMO-LUMO gap (eV) = 2.50

```
! wB97M-V def2-TZVPD RIJCOSX def2/J DEFGRID3
* xyz 3 1
In -0.243 -0.986 -0.512
C -0.659 -1.661 3.311
O -0.126 -1.643 2.178
N -0.493 -2.755 4.096
N -1.373 -0.628 3.837
H -0.628 -2.737 5.106
H -0.041 -3.571 3.683
H -1.699 -0.619 4.797
H -1.394 0.223 3.292
C 0.674 1.397 -3.473
O 0.111 0.430 -2.883
N -0.097 2.107 -4.334
N 1.947 1.785 -3.306
H -0.956 1.699 -4.693
H 0.141 3.062 -4.592
H 2.542 1.372 -2.600
H 2.295 2.526 -3.907
*
```



Which one sits at the bottom of the stability order? run 2 does.



Run 1
DFT (the ωB97M-V functional and the def2-TZVPD basis) results for a cluster of 5 separate species, C2H13NO5 in total.

Summary:
- structure (SMILES) = CNC=O.O.O.O.O
- HOMO-LUMO gap (eV) = 10.50

```
! wB97M-V def2-TZVPD RIJCOSX def2/J DEFGRID3
* xyz 0 1
C -0.536 -1.408 -1.691
N 0.515 -0.997 -2.494
C 1.210 0.313 -2.528
O -1.297 -0.815 -0.977
H -0.528 -2.495 -1.888
H 1.270 -1.632 -2.653
H 2.016 0.373 -1.716
H 0.471 1.139 -2.343
H 1.485 0.603 -3.542
H 0.337 1.744 1.337
H 0.106 1.518 -0.221
O 0.730 1.619 0.497
H -1.466 -0.129 3.521
H -0.820 1.302 3.568
O -0.678 0.398 3.261
H -3.341 0.183 1.598
H -3.221 -1.125 2.069
O -3.216 -0.196 2.485
H 1.565 0.202 0.463
H 3.065 -0.160 0.879
O 2.332 -0.436 0.374
*
```



Run 2
DFT (the ωB97M-V functional and the def2-TZVPD basis) results for a cluster of 5 separate species, C2H13NO5 in total.

Summary:
- structure (SMILES) = CC(N)=O.O.O.O.O
- HOMO-LUMO gap (eV) = 11.00

```
! wB97M-V def2-TZVPD RIJCOSX def2/J DEFGRID3
* xyz 0 1
C 0.298 -0.295 2.852
C 1.444 -0.812 1.983
N 2.562 -1.225 2.615
O 1.294 -0.934 0.775
H -0.253 -1.244 2.949
H -0.227 0.439 2.262
H 0.618 0.135 3.801
H 3.415 -1.446 2.128
H 2.615 -1.378 3.607
H -2.033 0.745 -1.858
H -3.378 1.200 -2.281
O -2.624 0.736 -2.647
H 2.796 0.823 -5.533
H 1.535 0.258 -5.103
O 2.063 1.065 -4.953
H -0.218 -0.642 -0.206
H -0.338 0.797 -0.456
O -0.917 0.043 -0.305
H -2.386 0.510 0.661
H -3.902 0.842 0.538
O -3.158 0.883 1.145
*
```



Which one sits at the bottom of the stability order? run 1 does.



Run 1
DFT (the ωB97M-V functional and the def2-TZVPD basis) results for a cluster of 2 separate species, CHIS2 in total.

Summary:
- HOMO-LUMO gap (alpha / beta) (eV) = 4.93 / 4.93

```
! wB97M-V def2-TZVPD RIJCOSX def2/J DEFGRID3
* xyz 0 1
C -0.332 0.999 0.200
S 0.362 2.342 -0.127
S 1.661 -1.481 -0.227
I 3.406 0.021 -0.074
H -0.124 0.143 0.713
*
```



Run 2
DFT (the ωB97M-V functional and the def2-TZVPD basis) results for a cluster of 2 separate species, CHIS2 in total.

Summary:
- HOMO-LUMO gap (alpha / beta) (eV) = 7.33 / 7.87

```
! wB97M-V def2-TZVPD RIJCOSX def2/J DEFGRID3
* xyz 0 1
C 0.019 -0.171 0.065
S 1.218 -1.174 0.925
S 1.297 -0.311 -1.079
I -1.988 -0.588 -0.279
H -0.547 2.244 0.368
*
```



Run 3
DFT (the ωB97M-V functional and the def2-TZVPD basis) results for the molecule CHIS2.

Summary:
- structure (SMILES) = S=C(S)I
- HOMO-LUMO gap (eV) = 8.30

```
! wB97M-V def2-TZVPD RIJCOSX def2/J DEFGRID3
* xyz 0 1
C -0.190 -0.576 -0.389
S 0.079 -1.456 -1.667
S 1.173 1.188 -0.073
I -1.565 -0.767 1.131
H 0.504 1.612 0.998
*
```



Which one sits at the bottom of the stability order? run 2 does.



Run 1
DFT (the ωB97M-V functional and the def2-TZVPD basis) results for a cluster of 2 separate species, CH3FOS in total.

Summary:
- structure (SMILES) = O=S.CF
- HOMO-LUMO gap (eV) = 6.43

```
! wB97M-V def2-TZVPD RIJCOSX def2/J DEFGRID3
* xyz 0 1
C 1.082 -0.119 0.106
H 1.218 -0.290 1.180
H 0.351 0.683 -0.045
H 0.715 -1.038 -0.365
O -3.024 0.982 -0.147
F 2.286 0.241 -0.461
S -2.627 -0.458 -0.268
*
```



Run 2
DFT (the ωB97M-V functional and the def2-TZVPD basis) results for a cluster of 2 separate species, CH3FOS in total.

Summary:
- structure (SMILES) = C=S.OF
- HOMO-LUMO gap (alpha / beta) (eV) = 8.71 / 8.70

```
! wB97M-V def2-TZVPD RIJCOSX def2/J DEFGRID3
* xyz 0 1
C -1.475 -0.392 -0.008
O 2.326 0.679 -0.087
F 2.052 -0.664 0.141
S -1.153 1.183 -0.003
H -2.474 -0.751 -0.230
H -0.712 -1.136 0.199
H 1.435 1.081 -0.012
*
```



Which one sits at the bottom of the stability order? run 2 does.



Run 1
DFT (the ωB97M-V functional and the def2-TZVPD basis) results for the ion C3H5NO2S with charge -2.

Summary:
- structure (SMILES) = O=C([O-])NCC[S-]
- HOMO-LUMO gap (eV) = 5.80

```
! wB97M-V def2-TZVPD RIJCOSX def2/J DEFGRID3
* xyz -2 1
C -0.434 -0.591 0.104
C -1.383 0.612 0.193
S -3.195 0.104 0.215
N 0.809 -0.347 -0.617
C 2.067 -0.079 -0.019
O 2.262 -0.485 1.148
O 2.881 0.539 -0.771
H -0.161 -0.906 1.112
H -0.987 -1.404 -0.375
H -1.295 1.319 -0.629
H -1.278 1.115 1.140
H 0.712 0.123 -1.501
*
```



Run 2
DFT (the ωB97M-V functional and the def2-TZVPD basis) results for the ion C3H5NO2S with charge -2.

Summary:
- structure (SMILES) = N[C@@H](C[S-])C(=O)[O-]
- HOMO-LUMO gap (eV) = 5.57

```
! wB97M-V def2-TZVPD RIJCOSX def2/J DEFGRID3
* xyz -2 1
O 2.334 1.114 0.672
C 1.073 0.942 0.771
O 0.370 1.632 1.524
C 0.321 -0.166 -0.041
C -0.538 0.077 -1.294
S -1.295 -1.378 -1.913
N -0.360 -0.776 1.203
H 1.095 -0.905 -0.411
H -1.398 0.708 -1.010
H 0.190 0.500 -2.154
H -0.871 -1.662 1.025
H -0.921 -0.085 1.628
*
```



Which one sits at the bottom of the stability order? run 2 does.